Computed, not measured: a cluster of 12 separate species, C12H48O12 in total at a distorted geometry, with wB97M-V/def2-TZVPD.

Geometry as XYZ:
```
72
Properties=species:S:1:pos:R:3:lowdin_charge:R:1
C -2.884 0.536 -3.578 -0.158
O -2.153 1.764 -3.555 -0.123
H -2.453 -0.143 -4.326 0.074
H -2.777 0.006 -2.621 0.050
H -3.943 0.647 -3.838 0.077
H -2.209 2.150 -2.677 0.059
C 1.597 -1.969 3.139 -0.190
O 1.417 -2.495 1.891 -0.100
H 1.752 -0.895 3.072 0.054
H 0.694 -2.104 3.763 0.082
H 2.398 -2.452 3.680 0.086
H 0.803 -1.906 1.433 0.072
C 4.228 -2.184 -1.137 -0.142
O 4.134 -1.625 0.172 -0.124
H 4.090 -3.265 -1.138 0.086
H 3.650 -1.619 -1.862 0.034
H 5.269 -2.014 -1.450 0.086
H 3.240 -1.809 0.521 0.051
C 0.630 -2.777 -2.938 -0.107
O 1.465 -1.611 -2.945 -0.157
H 1.227 -3.697 -2.928 0.087
H 0.113 -2.796 -1.978 0.077
H -0.066 -2.763 -3.772 0.081
H 2.165 -1.736 -3.592 0.085
C -1.038 4.081 0.577 -0.158
O -2.223 3.374 0.231 -0.126
H -0.150 3.438 0.537 0.058
H -0.944 4.926 -0.091 0.075
H -1.086 4.472 1.610 0.080
H -2.489 2.742 0.913 0.044
C 0.559 2.379 3.951 -0.155
O 0.315 1.916 2.661 -0.153
H 0.466 1.615 4.730 0.086
H 1.507 2.928 4.049 0.083
H -0.195 3.150 4.195 0.086
H 1.027 1.296 2.396 0.062
C 4.130 1.098 -2.677 -0.140
O 4.330 2.132 -3.669 -0.124
H 5.031 0.948 -2.073 0.084
H 3.269 1.324 -2.045 0.069
H 3.992 0.186 -3.256 0.064
H 4.737 2.899 -3.254 0.070
C -3.463 -3.518 -0.983 -0.175
O -3.779 -4.747 -0.362 -0.110
H -2.863 -2.784 -0.437 0.069
H -2.945 -3.740 -1.913 0.073
H -4.406 -3.018 -1.262 0.076
H -3.919 -4.604 0.577 0.073
C -0.201 0.480 -0.805 -0.051
O 1.069 -0.264 -0.530 -0.176
H -0.950 -0.300 -1.055 0.075
H -0.551 0.948 0.101 0.042
H -0.086 1.115 -1.681 0.086
H 1.376 -0.590 -1.420 0.042
C 3.425 1.796 1.437 -0.144
O 2.706 0.625 1.736 -0.160
H 4.505 1.551 1.269 0.091
H 3.156 2.254 0.473 0.082
H 3.463 2.498 2.265 0.077
H 2.728 0.101 0.913 0.049
C -2.548 0.659 3.180 -0.163
O -2.217 0.914 1.864 -0.175
H -2.065 -0.224 3.612 0.086
H -2.389 1.533 3.820 0.085
H -3.630 0.473 3.234 0.086
H -1.275 1.262 1.937 0.065
C -5.126 -0.474 0.278 -0.207
O -3.929 -0.020 -0.225 -0.129
H -5.571 0.208 1.011 0.078
H -5.856 -0.751 -0.480 0.079
H -5.010 -1.446 0.822 0.079
H -3.272 -0.083 0.499 0.053
```

- Maximum force: 2.54 eV/Å
- Energy: -1388.6570 Eh
- Spin multiplicity: 1
- SMILES string: CO.CO.CO.CO.CO.CO.CO.CO.CO.CO.CO.CO
- Molar mass: 384.5 g/mol